Record 1
10 unconnected molecules or ions with the total composition C20H60O10. Source: the Open Molecules 2025 dataset; level of theory: ωB97M-V/def2-TZVPD.

```
90
Properties=species:S:1:pos:R:3:forces:R:3
C 0.867091 5.440003 -0.621145 0.0 1.3 1.4
C 0.285431 6.555621 0.302774 0.6 -2.0 -0.4
O -0.989843 6.774805 -0.168514 -1.8 0.8 -0.3
H 0.949751 5.803272 -1.645494 0.3 -0.1 0.2
H 0.229045 4.556456 -0.602092 -0.2 0.1 0.1
H 1.798169 5.166447 -0.124784 0.4 -0.1 -0.7
H 0.843019 7.489762 0.370447 0.5 -0.1 -0.3
H 0.202245 6.124677 1.300505 0.4 0.0 0.4
H -1.411978 7.344019 0.479088 -0.4 0.2 -0.2
C -0.669504 -0.523181 -0.211634 -1.3 -0.2 0.6
C -0.319891 0.798571 0.485429 1.3 -1.1 -0.8
O 0.446109 1.587439 -0.425252 -0.5 0.7 0.2
H -1.334742 -1.082578 0.446114 -0.3 -0.1 0.2
H 0.139272 -1.229483 -0.399025 0.5 0.5 0.0
H -1.225782 -0.410267 -1.142186 0.1 0.4 -0.1
H 0.247277 0.520264 1.373669 0.2 0.2 0.0
H -1.148289 1.392909 0.870954 -0.2 -0.1 -0.6
H 1.368418 1.324397 -0.467247 0.0 -0.2 0.3
C 1.435447 1.201139 3.674461 -1.0 -0.8 0.0
C 2.869597 0.943093 3.361191 0.0 1.1 0.8
O 3.484602 2.264592 3.480717 0.4 -1.4 -0.1
H 0.957637 0.253990 3.924860 -0.3 -0.3 -0.4
H 0.892587 1.676408 2.857438 0.0 0.3 0.3
H 1.342976 1.743602 4.615358 0.1 0.4 -0.3
H 3.091960 0.474992 2.402269 -0.2 0.3 -0.3
H 3.162917 0.211768 4.114327 0.8 0.3 0.2
H 4.252583 2.154060 4.046046 0.2 0.2 -0.1
C 1.889858 -4.334377 -1.662688 1.7 -0.4 -1.0
C 2.894426 -4.736512 -2.806769 -0.9 1.0 1.1
O 2.393213 -4.309855 -4.072435 0.4 -0.1 0.2
H 0.957540 -4.894223 -1.736584 -0.1 0.2 0.2
H 1.804411 -3.250913 -1.745776 -0.6 -0.1 0.0
H 2.437751 -4.510205 -0.736948 -0.4 -0.3 0.3
H 3.229470 -5.769389 -2.711876 -0.4 -0.2 -0.5
H 3.777474 -4.141158 -2.574666 0.1 0.1 -0.5
H 1.795007 -4.942459 -4.476860 0.1 -0.3 0.2
C -4.925865 0.808422 -2.400980 -0.2 -0.1 0.7
C -4.764041 -0.443659 -1.511108 0.6 2.6 -0.2
O -4.840781 -1.532232 -2.376790 0.1 -1.7 0.1
H -5.947952 0.920421 -2.762756 -0.1 0.0 0.1
H -4.289034 0.685144 -3.276956 0.1 0.1 0.1
H -4.643805 1.713425 -1.862908 0.0 0.0 -0.1
H -5.446834 -0.501282 -0.663424 -0.3 -0.1 -0.2
H -3.767284 -0.362457 -1.077556 0.2 -0.5 0.0
H -5.781565 -1.672015 -2.507119 0.0 -0.5 -0.4
C -2.286949 -6.447997 0.295470 -0.7 1.0 0.0
C -1.719341 -5.065674 0.585134 0.5 0.5 -0.9
O -2.775466 -4.067576 0.458711 0.9 -1.1 0.7
H -3.199813 -6.446552 0.891096 0.1 -1.0 0.1
H -1.510383 -7.180154 0.516820 -0.4 -0.2 0.2
H -2.584481 -6.466320 -0.752974 0.1 -0.3 0.0
H -0.874180 -4.917994 -0.087165 -0.2 0.7 -0.3
H -1.257745 -5.038777 1.572198 -0.7 0.3 0.5
H -2.684037 -3.513843 -0.320150 0.6 0.2 -0.5
C -1.112756 -1.672575 -3.929354 -0.8 -0.1 0.2
C -2.014893 -2.960336 -3.642090 1.1 0.4 1.8
O -2.408364 -2.886533 -2.253858 1.0 -0.6 -0.8
H -0.186148 -1.572920 -3.364048 0.1 -1.0 -0.2
H -1.619188 -0.752909 -3.636370 -0.6 -0.1 -0.6
H -0.987864 -1.796465 -5.005064 0.4 0.5 0.0
H -1.331146 -3.808888 -3.665152 -0.1 -0.1 -0.3
H -2.862351 -3.057771 -4.320642 0.0 0.3 0.2
H -3.259032 -2.444160 -2.206347 -1.6 0.7 -0.1
C -1.210809 3.982115 2.705131 -0.8 -0.3 -0.8
C -0.955128 4.912823 3.839598 -0.3 0.6 0.7
O -0.202256 4.409283 4.927573 0.4 -0.2 -0.1
H -1.864542 4.489948 1.996022 -0.2 0.3 -0.1
H -1.822943 3.159201 3.074197 0.4 -0.5 -0.1
H -0.373678 3.674372 2.078556 0.3 -0.2 0.5
H -1.919629 5.116002 4.304953 -0.1 0.3 -0.2
H -0.552417 5.857656 3.474618 0.1 0.2 0.1
H 0.731049 4.531428 4.738848 0.1 -0.1 0.0
C 3.100376 3.967909 -2.412314 -0.8 -1.5 0.1
C 4.241092 3.573219 -1.512496 -0.8 0.4 0.0
O 5.379812 4.170499 -2.066154 1.0 -0.4 0.3
H 2.226718 3.397737 -2.096527 -0.5 0.5 0.5
H 3.229171 3.503059 -3.389770 0.5 0.6 -0.3
H 2.887397 5.036288 -2.448451 0.2 -0.3 -0.1
H 4.349327 2.492218 -1.424114 0.0 -0.3 -0.5
H 4.080212 3.875825 -0.477771 -0.1 0.5 0.2
H 6.091438 3.587493 -1.791748 0.6 0.4 -0.2
C 0.251399 -2.697447 2.923079 0.4 -0.7 1.4
C 1.371012 -3.632144 2.425829 -0.2 1.5 -2.6
O 1.699942 -4.766823 3.095107 -0.6 -2.1 2.6
H 0.409590 -2.482874 3.979982 0.2 0.3 0.1
H -0.755695 -3.114352 2.930358 0.0 -0.4 -0.4
H 0.197246 -1.745382 2.395123 0.4 -0.2 -0.2
H 2.334239 -3.137076 2.302608 -0.3 1.1 -0.3
H 1.045009 -3.977435 1.444709 0.0 0.5 -0.7
H 2.168112 -5.369551 2.512763 0.0 0.1 0.1
```
Forces are in eV/Å.

Computed properties:
⟨S²⟩ ... 0.757
Net charge ... +1
Spin multiplicity ... 2
E_HOMO (alpha / beta) ... -11.58 / -11.58 eV

Löwdin population analysis, charges in e, atoms 1 to 4:
1. C -0.074
2. C -0.331
3. O -0.074
4. H 0.072

Record 2
A gas-phase ion, C4H12NO (charge +1). Source: the Open Molecules 2025 dataset; level of theory: ωB97M-V/def2-TZVPD.

```
18
Properties=species:S:1:pos:R:3:forces:R:3
C 1.491964 -0.162146 -0.866666 1.7 -1.7 0.4
O 2.589702 0.013738 0.068035 -0.5 0.3 -0.5
C 0.161800 0.307645 -0.257007 1.0 0.8 0.2
C -0.942931 -0.712595 -0.430040 0.7 0.3 0.0
C -2.278825 -0.277227 0.152672 -0.8 -1.0 0.4
N 0.458947 0.675991 1.204817 -0.1 -0.4 0.1
H 1.832801 0.183849 -1.837482 -0.7 0.9 -0.1
H 1.494170 -1.240924 -1.047106 -0.5 -0.1 0.3
H 3.109053 0.743654 -0.276292 0.4 0.1 0.2
H -0.044440 1.295828 -0.668550 -0.7 -0.3 -0.3
H -0.931162 -0.781122 -1.511300 -0.7 -0.1 -0.4
H -0.596952 -1.708420 -0.146323 0.0 0.1 0.5
H -2.756620 -0.940022 0.885418 0.7 -0.5 -0.1
H -2.217811 0.631265 0.753693 -0.2 0.5 -0.8
H -3.030108 -0.325492 -0.633903 0.0 1.0 0.0
H 0.455163 1.689373 1.310740 -0.2 -0.1 0.2
H 1.411160 0.361946 1.455848 0.1 -0.1 -0.3
H -0.205906 0.244651 1.843446 -0.2 0.2 0.1
```
Forces are in eV/Å.

Computed properties:
Net charge ... +1
E_HOMO ... -15.57 eV

Löwdin population analysis, charges in e, atoms 1 to 4:
1. C -0.153
2. O -0.068
3. C -0.260
4. C -0.199

Record 3
C6H8N4 in the gas phase. Source: the Open Molecules 2025 dataset; level of theory: ωB97M-V/def2-TZVPD.

```
18
Properties=species:S:1:pos:R:3:forces:R:3
C -1.465039 -1.646342 0.670995 -0.1 1.6 -1.6
C -2.232104 0.367620 -0.737984 0.1 0.2 0.1
C -0.573728 -2.679668 1.044452 -0.6 0.7 0.7
C 0.643749 -2.066334 1.077353 0.6 0.3 -0.3
C -1.584706 1.382999 -1.528493 0.5 -1.4 -0.4
C 1.478913 0.251674 0.635914 2.5 1.6 -0.8
N -2.755413 -1.684449 0.121695 0.0 -0.9 0.8
N -2.939908 -0.581727 -0.560311 0.4 -0.3 0.6
N -0.758865 -0.503888 0.515571 -3.3 0.4 -1.3
N 0.502174 -0.720006 0.720010 0.6 -4.7 1.2
H -0.849472 -3.647102 1.421036 0.2 -0.2 -0.4
H 1.569097 -2.609941 1.235187 0.2 0.7 0.1
H -1.742767 2.358155 -1.280016 -0.9 2.7 1.1
H -0.553525 1.225335 -1.349458 1.2 -0.2 -0.1
H -1.736952 1.319247 -2.580007 -0.3 -0.6 -0.9
H 1.033251 1.200634 0.975558 0.4 -0.2 -0.4
H 2.292721 -0.020406 1.326684 -0.3 0.3 -0.2
H 1.995253 0.348830 -0.402592 -1.1 0.0 1.5
```
Forces are in eV/Å.

Computed properties:
E_HOMO ... -7.28 eV

Löwdin population analysis, charges in e, atoms 1 to 4:
1. C -0.321
2. C -0.067
3. C -0.018
4. C -0.054

Record 4
2 unconnected molecules or ions with the total composition C5H10O2. Source: the Open Molecules 2025 dataset; level of theory: ωB97M-V/def2-TZVPD.

```
17
Properties=species:S:1:pos:R:3:forces:R:3
C -1.206578 -2.145914 -0.405254 0.7 0.6 0.3
C -0.365430 -1.157617 -0.078922 -0.4 -0.5 -0.4
C -0.501603 0.179970 -0.672083 0.1 -0.1 0.0
C -0.450871 1.305939 0.039815 -1.4 -0.2 0.1
O -0.509126 1.252485 1.413575 0.5 0.3 0.1
C -0.694355 2.700532 -0.472271 0.2 -0.1 0.7
H -1.028268 -3.123397 0.026454 -0.4 -0.1 -0.3
H -2.003492 -1.910013 -1.099408 -0.2 -0.5 0.0
H 0.468665 -1.410773 0.566673 0.0 0.4 0.2
H -0.850458 0.206667 -1.697065 0.4 0.2 -0.2
H -0.950624 0.438448 1.689716 0.3 -0.1 -0.2
H 0.165467 3.112453 -0.984399 0.1 0.0 -0.3
H -0.859773 3.305351 0.412882 -0.1 0.3 0.0
H -1.597637 2.760681 -1.078791 0.2 -0.1 -0.2
H 2.778720 -2.036607 -0.760658 0.1 -0.3 0.0
H 3.336132 -2.496958 0.628483 -0.1 0.0 -0.4
O 3.003928 -1.743555 0.125353 0.1 0.2 0.3
```
Forces are in eV/Å.

Computed properties:
E_HOMO ... -8.25 eV

Löwdin population analysis, charges in e, atoms 1 to 4:
1. C 0.002
2. C -0.206
3. C -0.091
4. C -0.371